Entry from the Open Molecules 2025 dataset: C14H14ClNO2V as an isolated structure (the ωB97M-V functional and the def2-TZVPD basis).

For the LUMO energy (alpha / beta), the calculation gives -10.27 / -9.83 eV. As for the net charge: +2. As for the spin multiplicity: 2.

Each line ends with the Löwdin charge.
Element x y z (Å)
Cl  1.12062  1.08807  -2.44736  0.464
C  0.41497  3.34381  0.76537  -0.070
C  -0.50919  2.37061  1.31184  -0.095
C  -1.36553  1.94310  0.25381  -0.045
H  -0.66833  2.15192  2.36351  0.156
C  -0.97812  2.61788  -0.94356  -0.318
C  0.15960  3.45453  -0.62794  -0.050
H  0.65769  4.12091  -1.33150  0.162
H  1.12677  3.92596  1.33927  0.155
H  -2.23144  1.27299  0.32835  0.160
C  -1.64671  2.46271  -2.25829  -0.036
V  0.82834  1.34697  -0.19405  0.499
C  1.61303  0.96459  1.49897  -0.092
C  2.84620  1.14468  -0.52613  -0.100
O  2.14138  0.66435  2.49453  0.266
O  3.94823  0.79429  -0.63404  0.246
H  -2.10639  1.47135  -2.31866  0.107
H  -0.90898  2.55208  -3.05765  0.059
H  -2.43829  3.20368  -2.42205  0.124
C  -0.38615  -4.86901  0.85310  -0.007
C  -0.22075  -3.41527  0.53516  -0.212
C  -0.82407  -2.43709  1.32735  0.033
C  -0.57231  -1.08914  1.08784  -0.086
N  0.24285  -0.68439  0.08140  -0.061
C  0.71971  -1.62800  -0.76834  -0.090
C  0.54827  -2.99100  -0.55082  0.042
H  -0.06294  -5.08719  1.87906  0.110
H  -1.43280  -5.18797  0.76781  0.112
H  0.21297  -5.48365  0.17564  0.095
H  -1.46889  -2.71704  2.16178  0.144
H  -1.03254  -0.32305  1.71774  0.119
H  1.25593  -1.27037  -1.64593  0.072
H  1.01689  -3.71130  -1.21621  0.141

Cartesian forces (eV/Å) of the 2 atoms listed first:
Cl 0.10 0.29 0.66
C -0.14 -0.13 -0.49

Entry from the Open Molecules 2025 dataset: C14H14F5IN2Ni as an isolated structure (the ωB97M-V functional and the def2-TZVPD basis).

For the LUMO energy (alpha / beta), the calculation gives -1.02 / -1.15 eV. As for the spin multiplicity: 3.

Each line ends with the Löwdin charge.
Element x y z (Å)
C  2.85192  3.24322  0.88486  -0.382
C  3.66179  2.03387  0.47504  -0.190
H  2.46961  3.81582  0.03791  0.044
H  3.38441  3.90535  1.57792  0.067
H  1.99626  2.85573  1.56288  -0.272
H  3.12723  1.35164  -0.18726  0.025
H  4.54257  2.39582  -0.04721  0.058
H  4.00439  1.49165  1.36001  0.070
C  -2.36661  1.48537  -0.36685  -0.136
C  -3.64750  1.26298  -0.85537  -0.030
C  -3.87500  0.16462  -1.68521  -0.035
C  -2.81682  -0.69127  -1.96986  0.005
H  -2.14603  2.30841  0.32859  -0.003
H  -4.43085  1.95014  -0.55511  0.113
H  -4.86308  -0.01553  -2.08404  0.111
H  -2.95606  -1.60110  -2.54257  0.107
N  -1.32776  0.68614  -0.68562  0.015
C  -1.53798  -0.41063  -1.47162  -0.190
C  -0.38479  -1.30403  -1.54989  -0.181
N  0.71621  -0.86627  -0.85462  0.016
C  1.79194  -1.68322  -0.71560  -0.077
C  0.66155  -3.45501  -1.89315  -0.031
C  1.78588  -2.98427  -1.21570  -0.034
H  2.62969  -1.27812  -0.15428  0.120
H  2.64809  -3.61609  -1.04272  0.111
C  -0.42948  -2.60615  -2.05870  0.011
H  -1.34771  -2.93506  -2.52511  0.107
H  0.61952  -4.47320  -2.25477  0.113
Ni  0.41654  0.71429  0.27044  0.305
I  0.12990  2.81816  1.49248  0.772
F  0.65109  -1.70063  2.13566  0.018
C  -0.33941  -0.79906  1.81171  -0.347
F  -1.32523  -1.53150  1.17161  0.018
C  -0.94056  -0.25360  3.10108  -0.617
F  0.03799  0.33892  3.81463  0.099
F  -1.93471  0.63958  2.85837  0.078
F  -1.45700  -1.25698  3.83209  0.139

Cartesian forces (eV/Å) of the 2 atoms listed first:
C 0.30 -0.65 1.76
C 0.68 0.67 0.21

Entry from the Open Molecules 2025 dataset: C14H14FI2N5OTc as an isolated structure (the ωB97M-V functional and the def2-TZVPD basis).

For the LUMO energy (alpha / beta), the calculation gives -9.93 / -9.97 eV. As for the net charge: +2. As for the spin multiplicity: 2.

Each line ends with the Löwdin charge.
Element x y z (Å)
Tc  0.46421  -4.08889  -0.57670  1.327
I  -3.21669  -0.12394  -1.31510  1.196
C  -1.21698  -0.08609  -0.61345  -0.631
C  0.82129  1.27705  -1.46536  -0.109
C  2.11047  0.93165  -1.16387  -0.584
I  3.45121  2.48266  -0.76677  1.152
C  2.64702  -0.44903  -1.05665  -0.205
C  3.83331  -0.83034  -1.68512  0.011
C  4.16950  -2.17213  -1.74464  0.025
C  3.27560  -3.12140  -1.28047  -0.038
N  2.13007  -2.77367  -0.67246  0.001
C  1.91922  -1.47691  -0.44932  -0.231
C  -0.45499  -1.44066  -0.89062  -0.594
O  -0.76532  -2.70505  -0.84285  -0.257
H  0.50508  2.31169  -1.49913  0.124
H  4.45209  -0.08604  -2.16974  0.115
H  5.08706  -2.48150  -2.22421  0.138
H  3.45421  -4.18026  -1.41149  0.133
C  -3.39794  0.93796  2.44175  -0.062
C  -2.54462  2.07123  1.87950  -0.404
C  -3.27460  2.96149  0.87366  -0.075
C  -1.12998  1.65377  1.43920  -0.069
N  -0.83488  0.37310  0.71332  0.039
C  0.33284  -0.19441  0.95308  0.015
N  0.66056  -1.19674  0.15683  0.114
N  0.11638  -0.86687  -2.07600  0.339
N  -0.19568  0.34272  -1.66361  0.010
H  -4.19177  1.35555  3.05911  0.097
H  -2.81423  0.25908  3.06636  0.087
H  -3.88335  0.35934  1.65913  0.035
H  -2.31752  2.72786  2.72572  0.145
H  -3.70864  2.40242  0.04812  0.006
H  -2.60910  3.72390  0.46371  0.085
H  -4.09460  3.47783  1.37095  0.097
H  -0.52721  1.57218  2.34332  0.136
H  -0.70526  2.45753  0.83048  0.129
H  0.95835  0.09256  1.79249  0.199
F  1.49491  -5.49762  -0.24914  -0.497

Cartesian forces (eV/Å) of the 2 atoms listed first:
Tc 0.91 -0.38 0.14
I 0.45 0.10 0.20

Entry from the Open Molecules 2025 dataset: a 2-piece molecular cluster, C14H14FIN2O2P2 overall (the ωB97M-V functional and the def2-TZVPD basis).

For the LUMO energy, the calculation gives -0.29 eV. As for the SMILES: C#CC[C@H](C#N)[C@](C#N)(P(C)O)P(O)I.Fc1ccccc1.

Each line ends with the Löwdin charge.
Element x y z (Å)
C  5.03468  1.15796  -0.15697  0.073
C  3.86529  1.18840  0.47207  -0.116
C  2.48948  1.36756  1.33878  -0.133
C  1.24239  1.45593  0.34425  -0.288
C  1.80943  1.55671  -1.19041  -0.225
N  2.09604  1.52178  -2.38650  0.135
C  0.17086  2.62278  0.54099  -0.698
C  0.34801  3.59005  1.79684  -0.296
N  0.80250  4.17504  2.78323  0.137
P  -1.59525  1.83659  0.73247  0.906
C  -1.91472  0.53128  -0.60753  -0.294
O  -2.78876  3.07407  0.44573  -0.392
P  0.14669  3.77938  -1.01949  0.524
O  -0.83164  3.05863  -2.25082  -0.424
I  -0.86871  5.93126  -0.31671  0.418
H  6.09552  1.35201  -0.58012  0.060
H  2.68915  2.25258  2.03512  0.113
H  2.39278  0.37410  1.94318  0.130
H  0.66972  0.43782  0.39921  0.116
H  -2.27175  1.02149  -1.59419  0.049
H  -1.04826  -0.21613  -0.77868  0.049
H  -2.81610  -0.11861  -0.24490  0.063
H  -2.89325  3.09589  -0.55048  0.040
H  -0.40836  3.31158  -3.11841  0.069
F  -1.48091  -1.57264  1.18073  0.020
C  -1.25200  -2.79401  0.67267  -0.296
C  -2.31580  -3.66384  0.48341  -0.015
C  -2.07917  -4.92834  -0.04823  -0.078
C  -0.77943  -5.31246  -0.37451  -0.093
C  0.28192  -4.43287  -0.17566  -0.078
C  0.04418  -3.16436  0.34561  -0.021
H  -3.31873  -3.35053  0.75084  0.118
H  -2.90539  -5.61393  -0.20759  0.107
H  -0.59506  -6.30084  -0.78514  0.103
H  1.29387  -4.73521  -0.42651  0.108
H  0.85744  -2.46365  0.49871  0.110

Cartesian forces (eV/Å) of the 2 atoms listed first:
C -6.10 0.89 3.90
C 5.91 0.35 -2.56

Entry from the Open Molecules 2025 dataset: C14H14I2N3O3STi as an isolated structure (the ωB97M-V functional and the def2-TZVPD basis).

For the LUMO energy (alpha / beta), the calculation gives -8.21 / -9.28 eV. As for the net charge: +2. As for the spin multiplicity: 2.

Each line ends with the Löwdin charge.
Element x y z (Å)
Ti  -0.35919  0.17183  0.56891  0.467
O  3.02364  0.13202  -0.94917  0.178
C  2.28685  0.09241  -0.00390  -0.409
N  1.22438  -0.78408  0.17509  -0.014
C  1.17590  -1.95950  -0.56210  -0.410
O  2.07131  -2.45831  -1.17868  0.196
C  -0.22584  -2.52300  -0.48606  -0.165
C  -0.51418  -3.85263  -0.75760  0.061
C  -1.83436  -4.27856  -0.66033  0.025
C  -2.81486  -3.33782  -0.36717  0.012
C  -2.44820  -2.02159  -0.12259  -0.118
N  -1.17114  -1.62064  -0.15650  -0.066
C  2.27870  1.11726  1.10209  -0.158
C  3.41373  1.71864  1.62384  0.060
C  3.24914  2.65840  2.63623  0.022
C  1.96496  2.97314  3.06246  0.012
C  0.87971  2.35680  2.45700  -0.113
N  1.03068  1.43016  1.50298  -0.051
H  0.29008  -4.52541  -1.01638  0.143
H  -2.09244  -5.31576  -0.82284  0.136
H  -3.85575  -3.61647  -0.31514  0.131
H  -3.20059  -1.26698  0.10142  0.085
H  4.39539  1.45723  1.25808  0.143
H  4.11392  3.12384  3.08287  0.135
H  1.79243  3.69745  3.84608  0.132
H  -0.13339  2.62405  2.75130  0.084
C  -0.56665  2.71562  -2.98656  -0.185
S  -0.80326  0.97806  -2.57073  1.085
C  0.72262  0.31992  -3.27746  -0.177
O  -0.48490  0.95957  -1.03269  -0.690
H  -0.70433  2.82654  -4.06001  0.086
H  0.42443  3.06189  -2.70376  0.084
H  -1.32418  3.30207  -2.47213  0.076
H  0.71060  0.51363  -4.34662  0.088
H  0.76709  -0.75710  -3.12361  0.069
H  1.59318  0.78735  -2.81729  0.071
I  -1.04413  -0.80230  3.11266  0.511
I  -2.69641  1.54516  1.31407  0.463

Cartesian forces (eV/Å) of the 2 atoms listed first:
Ti -1.95 0.35 2.01
O 0.00 -0.05 0.32

Entry from the Open Molecules 2025 dataset: an isolated ion of composition C14H14N and charge +1 (the ωB97M-V functional and the def2-TZVPD basis).

For the LUMO energy (alpha / beta), the calculation gives -4.32 / -4.32 eV. As for the net charge: +1. As for the SMILES: C=c1cccc/c1=C(\[NH3+])c1ccccc1.

Each line ends with the Löwdin charge.
Element x y z (Å)
C  2.22284  -2.39017  2.11425  -0.023
C  1.80841  -1.08416  2.40404  -0.049
C  2.09592  -2.77406  0.79336  -0.068
C  -2.90907  2.63906  -0.48911  -0.065
C  -2.19333  2.55331  -1.79251  0.035
C  1.36776  -0.19888  1.42852  -0.017
C  1.57674  -1.96161  -0.12259  -0.064
C  -2.63051  1.83277  0.51895  -0.029
C  -1.02806  1.74630  -1.80619  -0.026
C  1.04851  -0.73529  0.19562  -0.272
C  -1.58517  0.80859  0.37356  -0.211
C  -0.69901  0.77752  -0.78782  -0.130
C  -1.61483  -0.28582  1.17741  0.145
C  0.42666  0.00856  -0.84182  -0.110
N  1.25295  -0.15204  -2.15802  0.233
H  2.63799  -2.95604  3.02151  0.149
H  1.83575  -0.81511  3.38267  0.079
H  2.53088  -3.63689  0.41386  0.102
H  -3.74659  3.25725  -0.43569  0.092
H  -2.61930  3.19769  -2.58483  0.122
H  0.99687  0.83163  1.71960  0.155
H  1.58072  -2.30681  -1.07678  0.079
H  -3.26333  1.78223  1.36279  0.112
H  -0.23901  1.89186  -2.48998  0.079
H  -2.28507  -0.31359  2.07554  0.112
H  -0.97737  -1.14274  1.00269  0.080
H  0.71043  0.27111  -2.90223  0.134
H  1.49802  -1.16449  -2.29531  0.156
H  2.20019  0.31979  -2.20149  0.202

Cartesian forces (eV/Å) of the 2 atoms listed first:
C -0.09 0.56 1.73
C 0.36 -0.88 -2.10

Number 1: calculated total energy -58523.9595 eV. Number 2: calculated total energy -80455.5476 eV. Number 3: calculated total energy -45337.3214 eV. Number 4: calculated total energy -51209.6404 eV. Number 5: calculated total energy -75497.7534 eV. Number 6: calculated total energy -16225.2699 eV.